CH2N2P2 as an isolated structure in a non-equilibrium geometry. Source: OMol25; level of theory: wB97M-V/def2-TZVPD.

Structure (XYZ):
```
7
Properties=species:S:1:pos:R:3:forces:R:3
C -0.31123 0.87599 0.15400 -1.29 -1.49 1.56
N -1.35676 0.16536 0.07940 -1.72 0.29 -0.44
N 0.52361 -1.58087 0.14722 1.50 -0.02 0.88
P -1.14395 -1.47055 -0.03209 -1.76 -0.80 -0.23
P 1.13161 -0.09486 0.45739 1.70 -0.94 -1.21
H -0.32263 1.88893 0.07370 -0.01 2.96 -0.39
H 1.47934 0.21600 -0.87963 1.59 0.01 -0.18
```
Forces are in eV/Å.

## Properties
net charge = 0
ΔE to the lowest compared entry with this formula, charge and spin = 2.37 kcal per mole
frontier orbital gap (spin up / spin down) = 7.83 / 6.45 eV
spin multiplicity = 3
calculated total energy = -831.38720 hartree